The following is a DFT calculation (ωB97M-V/def2-TZVPD) of C12H11BaF16N3O4S2Sb as an isolated structure in a non-equilibrium geometry.

```
50
C12H11BaF16N3O4S2Sb, DFT ωB97M-V/def2-TZVPD
Ba -0.6812 -0.4296 -0.8070
C 0.2294 -2.6913 2.1481
N 1.6669 -2.7307 2.0660
C 2.2343 -3.5701 1.0298
C 2.3498 -1.4968 2.3195
C 2.5905 -0.5429 1.0878
N 1.5750 0.4657 0.9300
C 1.7603 1.7173 1.3824
C 1.0045 2.7466 0.7530
F 0.1567 2.4470 -0.2432
C 1.1722 4.0694 1.0936
F 0.4760 5.0006 0.4427
C 2.0534 4.4414 2.0949
C 2.7699 3.4582 2.7510
F 3.5991 3.7920 3.7403
C 2.6430 2.1275 2.4107
F 3.3183 1.2175 3.1132
H -0.0857 -2.4754 3.1712
H -0.1867 -3.6503 1.8461
H -0.2438 -1.9210 1.5128
H 2.0168 -3.2540 0.0012
H 1.8580 -4.5864 1.1478
H 3.3183 -3.5964 1.1565
H 3.3441 -1.7072 2.7212
H 1.7971 -0.9498 3.0849
H 2.5941 -1.1610 0.1876
H 3.5673 -0.0759 1.2191
H 2.1775 5.4813 2.3604
F -4.4749 2.7699 0.2775
C -3.8712 1.7848 0.9146
F -4.6847 1.2509 1.8059
F -2.7845 2.2445 1.5204
S -3.4151 0.4508 -0.2804
O -2.6445 -0.4771 0.5800
O -4.5980 -0.0432 -0.9001
N -2.4257 1.3010 -1.3222
S -2.1978 0.6475 -2.8530
O -1.0963 1.3005 -3.4818
O -2.1186 -0.8706 -2.7369
C -3.7925 1.0212 -3.8304
F -3.4149 1.5414 -4.9756
F -4.4543 -0.0876 -4.0239
F -4.5129 1.8895 -3.1627
F 0.9694 -0.7364 -2.5548
Sb 0.0792 -2.3721 -3.2781
F 0.3249 -3.5175 -4.7626
F 1.7943 -3.0691 -2.8523
F -1.4650 -3.4125 -2.9814
F -0.0687 -2.6807 -1.2273
F -0.2232 -1.0608 -4.5967
```

Values from the calculation:
Energy relative to the best compared isomer or geometry (same formula, charge and spin) (kcal/mol): 86.83
Multiplicity: 2
E (a.u.): -3589.089400
HOMO energy (alpha / beta) (eV): -8.746 / -8.779

These are the Löwdin partial charges, in e, on atoms 1 to 8: 2.160 -0.086 -0.268 -0.078 -0.169 -0.171 0.038 -0.158